C10H13O2 | the ωB97M-V functional and the def2-TZVPD basis

Geometry as XYZ:
```
25
Properties=species:S:1:pos:R:3:forces:R:3:nbo_charge:R:1
C -0.810199 -1.153716 2.112436 -2.60 -0.72 -1.62 -0.5598
C -1.338680 0.212948 2.379963 0.93 1.63 0.38 -0.6147
C -1.875667 -1.822650 0.991452 2.28 -0.51 1.20 0.7917
O -1.424309 -2.930062 0.612428 -0.40 0.08 -0.53 -0.8121
O -2.931631 -1.237301 0.761008 -0.37 0.24 -0.27 -0.7672
H 0.186873 -1.206456 1.692149 -0.15 -0.04 0.52 0.1908
H -1.002130 -1.885330 2.874428 0.50 -0.16 0.84 0.1983
H -2.356869 0.268274 2.755666 -0.01 -0.37 0.07 0.2143
H -1.357728 0.727712 1.424849 -0.18 0.23 -0.27 0.2055
H -0.701213 0.868308 3.008924 -0.13 -0.39 0.12 0.1623
C 0.317213 2.069950 -3.061200 -0.83 -0.05 1.18 -0.6305
C 2.593962 1.410920 -0.072018 -1.17 -0.33 -0.71 -0.2164
C 1.966213 2.009140 -1.174548 -0.05 -0.12 0.11 -0.2382
C 2.092949 0.191236 0.382674 0.74 0.42 0.00 -0.2191
C 0.863801 1.424176 -1.819527 1.39 -0.68 0.06 -0.0163
C 1.078069 -0.425783 -0.307283 -0.90 -0.95 -0.50 -0.2009
C 0.438083 0.166130 -1.383569 -0.14 1.23 0.08 -0.2037
H 3.443419 1.857964 0.394533 0.33 0.38 0.30 0.1996
H 2.304884 2.970555 -1.554022 0.16 -0.07 0.11 0.1890
H 2.491432 -0.272776 1.278495 0.11 -0.04 -0.14 0.2096
H 0.723080 -1.413786 -0.037315 0.03 0.09 0.15 0.2540
H 0.559159 1.542348 -3.979825 0.41 0.12 -0.04 0.2145
H 0.680397 3.100872 -3.012290 -0.41 -0.04 -0.71 0.2050
H -0.492546 -0.214070 -1.798058 0.35 -0.51 -0.02 0.2255
H -0.775350 1.993048 -2.960644 0.12 0.55 -0.30 0.2190
```
Forces are in eV/Å.

Values from the calculation:
E_LUMO   3.20 eV
Charge   -1
Spin multiplicity   1
Gap between HOMO and LUMO   6.82 eV
Largest force on an atom   3.1 eV/A
HOMO   -3.6 eV

C5H9NO | the ωB97M-V functional and the def2-TZVPD basis

Geometry as XYZ:
```
16
Properties=species:S:1:pos:R:3:forces:R:3:nbo_charge:R:1
C 0.259248 -1.578068 -0.829130 -0.02 0.02 -0.05 -0.6131
C 0.022098 -0.840158 0.476353 0.08 -0.12 0.00 -0.3121
C -1.430247 -0.435475 0.782460 -0.24 -0.15 0.01 0.6869
O -2.497648 -0.997436 0.784563 0.36 0.21 0.03 -0.5913
N -1.053926 0.857894 1.032092 -0.20 0.06 -0.01 -0.6288
C 0.341120 0.684112 0.613762 0.22 0.08 -0.03 -0.0259
C 0.722798 1.443071 -0.647082 0.00 0.00 -0.02 -0.6281
H -0.285850 -2.527368 -0.805135 0.10 0.13 -0.01 0.2322
H 1.322200 -1.795634 -0.979990 -0.16 0.05 0.02 0.2122
H -0.105006 -1.011662 -1.692170 0.05 -0.09 0.13 0.2098
H 0.443961 -1.406296 1.314075 -0.09 0.08 -0.09 0.2254
H -1.613907 1.688503 1.167765 0.07 -0.10 -0.02 0.4018
H 1.051350 0.909372 1.419372 -0.11 -0.05 -0.12 0.1852
H 0.003565 1.259720 -1.452008 0.10 0.02 0.12 0.2121
H 1.719011 1.146434 -0.993293 -0.14 0.03 0.05 0.2182
H 0.744487 2.521525 -0.452958 0.00 -0.16 -0.02 0.2154
```
Forces are in eV/Å.

Values from the calculation:
E_LUMO   0.94 eV
SMILES   C[C@@H]1C(=O)N[C@@H]1C
Spin multiplicity   1
Gap between HOMO and LUMO   10.60 eV
Largest force on an atom   0.4 eV/A
HOMO   -9.7 eV

CH20Ni2O13 | the ωB97M-V functional and the def2-TZVPD basis

Geometry as XYZ:
```
36
Properties=species:S:1:pos:R:3:forces:R:3:nbo_charge:R:1
Ni 0.370957 -1.537523 2.085994 -1.12 0.65 -0.59 1.0374
Ni 2.209927 1.740417 0.727224 -1.96 -1.20 -0.22 1.6035
C 0.068457 0.416167 0.381124 3.35 -3.28 -0.75 0.9758
O 0.646637 1.009697 -0.545476 -0.23 2.99 -2.36 -0.8225
O -0.433913 -0.712883 0.298644 -3.50 -2.18 -1.63 -0.8456
O 0.642257 0.537497 1.478724 2.88 2.67 6.09 -0.9022
O 1.333887 0.353117 -3.023476 0.29 0.50 -0.50 -0.8609
H 1.552377 -0.575713 -2.947446 -0.11 -0.50 -0.32 0.4826
H 0.855887 0.553847 -2.218836 0.12 0.24 0.16 0.4549
O 1.182537 3.401767 1.263374 1.01 -0.30 -0.50 -1.0088
H 1.314007 4.315667 1.010914 0.29 0.49 -0.46 0.5399
H 0.428267 3.421607 1.852354 -0.24 -0.46 0.80 0.5306
O -0.254263 2.276747 3.474744 0.36 0.49 -0.10 -0.9197
H 0.005827 1.727467 2.735234 -0.11 -0.61 -0.03 0.4615
H -0.885553 2.893947 3.104914 -0.79 0.14 0.38 0.4647
O -3.112183 -0.260333 0.612884 -0.25 0.77 -0.18 -0.7908
H -2.222083 -0.555213 0.420524 0.66 -0.42 0.03 0.4770
H -3.571993 -1.051843 0.892744 -0.48 -0.37 -0.03 0.4910
O 0.575107 3.810167 -1.690086 -0.06 0.12 0.32 -0.9114
H 0.612737 2.937917 -1.297646 -0.22 -0.30 -0.10 0.4546
H 1.468587 4.145457 -1.615906 0.28 0.32 -0.40 0.4597
O -1.898983 -0.065973 -2.379746 -0.42 0.48 -0.70 -0.4743
H -1.098733 0.213197 -1.934906 0.78 0.44 0.22 0.4785
H -2.281333 -0.721813 -1.796726 -0.66 -1.04 0.50 0.5035
O 0.424337 -1.988603 -2.058706 -0.02 -0.38 -0.14 -0.9431
H 0.470717 -1.446133 -1.271436 -0.26 0.15 0.54 0.4680
H 0.842497 -2.812213 -1.807616 0.20 -0.47 -0.22 0.4787
O -0.585143 -3.287073 1.809354 0.52 0.08 -0.03 -0.9890
H -0.377683 -3.734983 0.989254 0.22 -0.17 -0.23 0.5048
H -1.297683 -3.800713 2.189744 -0.25 0.01 0.68 0.5318
O 3.304227 -0.075003 0.299504 -0.40 1.03 0.38 -0.9811
H 3.455397 -0.405973 -0.585846 0.21 0.18 -0.73 0.5322
H 3.154017 -0.859713 0.826664 0.07 -0.18 0.49 0.5140
O -2.525133 -2.992093 -0.546616 0.09 0.38 0.15 -0.9381
H -2.749873 -3.686443 0.072744 -0.45 -0.30 -0.03 0.4768
H -1.624093 -3.184443 -0.806176 0.21 0.00 -0.48 0.4658
```
Forces are in eV/Å.

Values from the calculation:
E_LUMO (spin up / spin down)   -8.13 / -12.75 eV
Charge   +2
Spin multiplicity   5
Gap between HOMO and LUMO (spin up / spin down)   9.00 / 3.03 eV
Largest force on an atom   7.2 eV/A
HOMO (spin up / spin down)   -17.1 / -15.8 eV
Expectation value of S²   6.024

C6H10O | the ωB97M-V functional and the def2-TZVPD basis

Geometry as XYZ:
```
17
Properties=species:S:1:pos:R:3:forces:R:3:nbo_charge:R:1
C 1.008780 1.860292 0.327443 -0.08 0.11 -0.12 -0.6131
C 0.682736 0.597331 1.072324 0.06 0.11 -0.04 -0.2081
C -0.672418 0.006505 1.224305 -0.22 0.13 0.12 -0.4015
C 0.333032 -0.742636 0.401055 0.28 0.29 -0.10 -0.2454
C -0.017721 -0.958018 -1.067918 0.15 0.20 0.08 -0.5192
C -1.395152 -1.506411 -1.458844 -0.15 0.08 0.30 0.4517
O -2.385642 -1.582765 -0.775553 0.62 0.01 -0.15 -0.5191
H 0.428114 2.708377 0.698992 0.07 0.02 -0.09 0.2118
H 0.809016 1.740256 -0.741779 -0.04 0.19 0.08 0.1996
H 2.073623 2.097518 0.436048 -0.21 -0.02 -0.07 0.2147
H 1.282953 0.458176 1.976326 0.04 -0.11 -0.43 0.2053
H -1.030421 -0.342902 2.186208 0.09 0.00 -0.10 0.2212
H -1.432516 0.474389 0.605408 -0.08 -0.17 0.15 0.2162
H 1.050154 -1.413292 0.842011 -0.69 -1.03 0.07 0.2248
H 0.708057 -1.596902 -1.588044 0.00 0.17 0.14 0.2307
H 0.005877 0.004215 -1.601829 0.08 -0.06 -0.11 0.2305
H -1.448473 -1.804134 -2.536153 0.09 0.07 0.24 0.0998
```
Forces are in eV/Å.

Values from the calculation:
E_LUMO   1.02 eV
SMILES   C[C@H]1C[C@H]1CC=O
Spin multiplicity   1
Gap between HOMO and LUMO   10.48 eV
Largest force on an atom   1.2 eV/A
HOMO   -9.5 eV

no.,DFT total energy (a.u.)
1,-539.36504
2,-325.91181
3,-4044.04411
4,-309.79906